Record 1
Entry from OMol25: a 2-piece molecular cluster, C4H12O2 overall in a non-equilibrium geometry (wB97M-V/def2-TZVPD).

Each line ends with the Mulliken charge.
Cartesian coordinates (Å):
C -1.4627 -0.4743 -1.1076  -0.9446
O -1.3490 -1.8397 -1.4352  -0.5721
C -0.2896 -0.0173 -0.2814  -0.3496
C -0.6785 1.1971 0.5073  -0.1660
C -0.2913 0.9495 1.9323  -1.2308
H -1.4383 0.1965 -1.9086  0.3210
H -2.2585 -0.4642 -0.4629  0.5031
H -0.5428 -1.8545 -2.1423  0.3414
H 0.6353 0.1391 -0.7647  0.3076
H -0.1186 -0.8632 0.4837  0.2582
H -1.7662 1.3778 0.4126  0.3088
H -0.1307 2.1215 0.0734  0.2895
H -1.0656 0.5434 2.6858  0.2763
H 0.0035 1.9632 2.4931  0.2826
H 0.5646 0.3503 2.0125  0.3783
H 4.0472 -1.4691 -1.2144  0.3232
H 2.9041 -1.0296 -0.2208  0.3044
O 3.2372 -0.8266 -1.0628  -0.6312

Results
**Total charge**: 0
**Energy above the lowest of the compared OMol25 structures with the same formula, charge and spin**: 39.6 kcal/mol
**2S+1**: 1
**Orbital gap**: 10.52 eV
**LUMO**: 0.0250 Eh

Record 2
Entry from OMol25: C2H4Ag as an isolated structure in a non-equilibrium geometry (wB97M-V/def2-TZVPD).

Each line ends with the Mulliken charge.
Cartesian coordinates (Å):
C -0.5348 0.2266 0.0110  -0.6111
C 0.6427 -0.5192 -0.1969  -0.4149
H -0.5265 1.3001 -0.2432  0.2297
H -1.4943 -0.1843 -0.3524  0.2096
H 0.4263 -1.6032 -0.2625  0.3355
Ag 2.6353 0.3162 -0.4601  -0.8047
H -1.1487 0.4638 1.5041  0.0559

Results
**Total charge**: -1
**2S+1**: 3
**Orbital gap (spin up / spin down)**: 5.59 / 7.74 eV
**LUMO (spin up / spin down)**: 0.1736 / 0.1503 Eh

Record 3
Entry from OMol25: C15H12FeI2N2O3 as an isolated structure in a non-equilibrium geometry (wB97M-V/def2-TZVPD).

Each line ends with the Mulliken charge.
Cartesian coordinates (Å):
Fe -0.6965 -1.6754 -0.2907  -0.3218
O 2.8333 2.3826 -0.5279  -0.6632
C 3.5641 1.3541 -0.0902  0.2535
C 4.9082 1.5744 0.2138  -0.6174
C 5.7034 0.5537 0.6871  -0.3795
C 5.1911 -0.7311 0.8434  -0.7182
C 3.8725 -0.9685 0.5382  -0.5535
C 3.0386 0.0582 0.0846  0.3011
C 1.6367 -0.2494 -0.1530  1.4217
O 1.1936 -1.4320 0.0576  -0.6234
N 0.8156 0.7161 -0.5205  -0.6021
N -0.4714 0.3302 -0.5755  -0.0367
C -1.4007 1.2288 -0.5956  0.0777
C -2.7991 0.9469 -0.5538  0.4707
C -3.7062 2.0077 -0.6253  -0.7931
C -5.0661 1.7916 -0.6115  -0.6520
C -5.5560 0.4881 -0.5584  -0.4850
C -4.6942 -0.5801 -0.4856  -0.5624
C -3.2960 -0.3914 -0.4542  0.5199
O -2.5070 -1.4117 -0.3631  -0.2682
H 1.9093 2.0714 -0.6619  0.5736
H 5.3079 2.5646 0.0606  0.4334
H 6.7329 0.7521 0.9390  0.3789
H 5.8255 -1.5307 1.1906  0.4152
H 3.4457 -1.9533 0.6386  0.3972
H -1.1006 2.2736 -0.6295  0.3631
H -3.3193 3.0149 -0.6917  0.3593
H -5.7462 2.6260 -0.6553  0.4041
H -6.6212 0.3169 -0.5759  0.3778
H -5.0625 -1.5928 -0.4483  0.4381
I -1.0130 -1.3729 2.7844  0.1663
C -0.8490 -2.9427 1.3759  -0.7484
I -0.4376 -3.1620 -2.2968  -0.1939
H -1.7204 -3.5809 1.4249  0.4428
H 0.0833 -3.4754 1.5248  0.4245

Results
**Total charge**: 0
**Energy above the lowest of the compared OMol25 structures with the same formula, charge and spin**: 0.0 kcal/mol
**2S+1**: 5
**Orbital gap (spin up / spin down)**: 5.20 / 6.49 eV
**LUMO (spin up / spin down)**: -0.1076 / -0.0620 Eh

Record 4
Entry from OMol25: a 2-piece molecular cluster, CH6OP2 overall in a non-equilibrium geometry (wB97M-V/def2-TZVPD).

Each line ends with the Mulliken charge.
Cartesian coordinates (Å):
C 1.3566 -0.4917 1.1215  -0.2640
O 0.7399 -1.5446 1.1644  -0.4664
P -1.3973 0.1179 -0.6732  -0.0312
P -0.3414 1.7959 -0.7116  -0.2469
H 1.3326 0.3871 1.7281  0.3424
H 2.2215 -0.4736 0.5297  0.3153
H -0.2999 -0.9701 -0.9116  0.1364
H -1.5617 -0.2443 0.6156  0.1060
H -2.6436 0.0398 -1.1795  0.0977
H -0.1060 2.0466 -2.1844  0.0107

Results
**Total charge**: 0
**Energy above the lowest of the compared OMol25 structures with the same formula, charge and spin**: 95.0 kcal/mol
**2S+1**: 1
**Orbital gap**: 8.13 eV
**LUMO**: 0.0189 Eh

Record 5
Entry from OMol25: C27H35GeIrN4O2S2Se as an isolated structure (wB97M-V/def2-TZVPD).

Each line ends with the Mulliken charge.
Cartesian coordinates (Å):
Ir 0.4738 0.1834 -0.1332  3.6994
C -0.7068 -0.1880 5.3908  -0.9214
S 0.8687 -0.2655 4.5220  0.1518
C 0.3905 -0.0416 2.8830  0.4021
S 1.7425 0.0092 1.7410  -0.5673
N -0.8640 0.0949 2.5721  -0.9794
N -1.0286 0.2706 1.2214  0.0984
C -2.1234 0.7705 0.7709  -0.3355
C -2.2674 0.9429 -0.6646  0.7568
C -3.4500 1.3926 -1.2144  -0.8733
C -3.5396 1.5357 -2.5954  -0.4081
C -2.4379 1.2290 -3.3638  -1.2937
C -1.2760 0.7882 -2.7383  0.0290
N -1.1772 0.6430 -1.4214  -0.2212
H -0.4664 -0.3319 6.4420  0.3985
H -1.3709 -0.9761 5.0481  0.2591
H -1.1626 0.7872 5.2453  0.3297
H -2.9188 1.0442 1.4574  0.4800
H -4.2875 1.6298 -0.5730  0.4606
H -4.4554 1.8863 -3.0511  0.4661
H -2.4566 1.3271 -4.4398  0.4728
H -0.3932 0.5569 -3.3148  0.6456
C 3.5437 1.5725 -6.0989  -1.1904
Ge 3.1639 2.3578 -4.3636  0.7259
C 1.6401 3.5715 -4.4118  -1.2333
C 4.7284 3.1792 -3.5483  -1.2814
C 2.6026 0.8120 -3.2158  -0.7958
Se 2.1235 1.4119 -1.4324  -0.0230
C 3.8485 1.0559 -0.6259  -0.8956
H 3.8272 2.3532 -6.8046  0.3928
H 2.6648 1.0617 -6.4925  0.3746
H 4.3642 0.8582 -6.0349  0.3745
H 1.9689 4.5723 -4.6904  0.4095
H 1.1548 3.6436 -3.4372  0.3879
H 0.9076 3.2419 -5.1494  0.3352
H 5.1203 3.9500 -4.2117  0.4003
H 5.5204 2.4471 -3.3866  0.3742
H 4.4825 3.6575 -2.5990  0.4041
H 3.3811 0.0542 -3.1130  0.4447
H 1.7378 0.3278 -3.6645  -0.0219
H 4.5907 1.5952 -1.2088  0.3498
H 4.0348 -0.0158 -0.6573  0.1042
H 3.8291 1.4160 0.3986  0.4351
C 4.0294 -2.8133 4.1172  -0.8220
O 3.6981 -2.7931 2.7240  -0.4769
C 2.5139 -3.3295 2.3463  0.7721
C 1.5168 -3.7659 3.2037  -0.4445
C 0.3676 -4.3389 2.6743  -0.7824
C 0.2096 -4.4995 1.3042  -1.0695
C 1.1988 -4.0584 0.4432  -0.2794
C 2.3315 -3.4549 0.9630  0.0841
N 3.4492 -3.0465 0.1854  0.3320
C 3.6296 -2.8032 -1.0769  -0.9723
C 2.6866 -2.6533 -2.1543  1.2834
C 3.1063 -3.1019 -3.4231  -0.7961
C 2.2628 -3.0607 -4.5065  -0.9812
C 0.9707 -2.5538 -4.3386  -0.4975
C 0.5603 -2.0492 -3.1217  -0.8542
C 1.4150 -2.0485 -2.0131  0.7682
O 1.0582 -1.6016 -0.8267  -2.4216
H 5.0173 -2.3716 4.1933  0.2681
H 4.0493 -3.8377 4.4896  0.4128
H 3.3164 -2.2164 4.6850  0.2523
H 1.6352 -3.6784 4.2734  0.5102
H -0.4035 -4.6872 3.3484  0.4579
H -0.6730 -4.9806 0.9080  0.4702
H 1.1011 -4.2133 -0.6224  0.5565
H 4.2857 -3.0046 0.7647  0.3490
H 4.6797 -2.7313 -1.3465  0.4716
H 4.0991 -3.5233 -3.5292  0.5126
H 2.5837 -3.4401 -5.4658  0.4671
H 0.2820 -2.5623 -5.1740  0.5006
H -0.4460 -1.6828 -2.9840  0.8075

Results
**Total charge**: +2
**Energy above the lowest of the compared OMol25 structures with the same formula, charge and spin**: 13.4 kcal/mol
**2S+1**: 1
**Orbital gap**: 6.01 eV
**LUMO**: -0.2689 Eh

Record 6
Entry from OMol25: an isolated ion of composition C26H35N4 and charge +1 in a non-equilibrium geometry (wB97M-V/def2-TZVPD).

Each line ends with the Mulliken charge.
Cartesian coordinates (Å):
C 0.4131 3.0509 2.7648  -1.3335
C 0.4885 2.8432 1.2581  0.3773
C -0.0731 4.0503 0.5502  -1.3563
N -0.4176 1.7367 0.8447  1.0215
N -1.7097 2.0862 0.9070  -1.1457
N -2.3854 0.9424 0.8587  1.0677
C -3.8517 1.0448 0.6476  0.4218
C -4.0716 1.6535 -0.7250  -1.3350
C -4.4666 1.9359 1.7110  -1.2652
C -1.5429 -0.1342 0.7787  -0.0645
C -2.1204 -1.4851 0.8785  -0.2663
C -2.8631 -1.8383 2.0380  -0.2569
C -3.5918 -3.0228 2.0922  -0.6832
C -3.6055 -3.8845 0.9870  -0.4300
C -2.8887 -3.5509 -0.1676  -0.7837
C -2.1369 -2.3775 -0.2161  0.0088
C -0.2582 0.3717 0.7542  0.3733
C 1.0722 -0.3482 0.7214  -1.3557
H 1.0735 3.8682 3.0781  0.4450
H -0.6073 3.3400 3.0553  0.3171
H 0.7062 2.1577 3.3255  0.3348
H 1.4929 2.5656 0.9230  0.1459
H 0.5034 4.9469 0.7889  0.4448
H -0.0694 3.9126 -0.5325  0.3448
H -1.1122 4.2057 0.8579  0.3357
H -4.2518 0.0300 0.7136  0.1599
H -5.1371 1.8519 -0.8710  0.4443
H -3.5258 2.6051 -0.7901  0.3319
H -3.7334 0.9723 -1.5132  0.3138
H -5.4906 2.1877 1.4102  0.4208
H -4.5251 1.4362 2.6828  0.3153
H -3.8983 2.8690 1.8056  0.2928
H -2.8759 -1.1470 2.8848  0.4414
H -4.1491 -3.2764 2.9967  0.4049
H -4.1834 -4.8082 1.0250  0.3965
H -2.9197 -4.2087 -1.0392  0.4281
H -1.5977 -2.0901 -1.1202  0.3164
H 0.7899 -1.4206 0.7819  0.2820
H 1.6284 -0.1383 1.6610  0.5398
C 5.6513 -0.6930 -1.1492  -0.5212
C 5.6997 0.1179 0.1526  -0.5684
C 4.2257 0.4879 0.4570  -0.5409
N 3.4060 -0.5007 -0.2578  0.1695
C 1.9881 -0.1643 -0.4828  -0.0209
C 1.3998 -0.9673 -1.6394  0.2327
C 1.6244 -2.3424 -1.7026  -0.1415
C 1.1023 -3.0765 -2.7691  -1.0873
C 0.2771 -2.4486 -3.7095  -0.5621
C 0.0193 -1.0761 -3.6192  -0.7984
C 0.5599 -0.3364 -2.5625  -0.2001
C 4.1678 -1.0419 -1.3812  -0.4849
H 5.9881 -0.0983 -2.0051  0.3102
H 6.2375 -1.6144 -1.0825  0.2763
H 6.1212 -0.4977 0.9568  0.2838
H 6.3179 1.0111 0.0237  0.3089
H 4.0301 0.5208 1.5438  0.2664
H 4.0465 1.5242 0.0791  0.2608
H 1.9551 0.8833 -0.8128  0.6013
H 2.2136 -2.8120 -0.9073  0.5874
H 1.3416 -4.1382 -2.8228  0.4287
H -0.0671 -3.0200 -4.5717  0.4409
H -0.6117 -0.5818 -4.3603  0.4403
H 0.3274 0.7269 -2.4463  0.3985
H 3.8181 -0.6584 -2.3635  0.2450
H 4.0524 -2.1378 -1.3752  0.2245

Results
**Total charge**: +1
**Energy above the lowest of the compared OMol25 structures with the same formula, charge and spin**: 21.5 kcal/mol
**2S+1**: 1
**Orbital gap**: 7.89 eV
**LUMO**: -0.1080 Eh

Record 7
Entry from OMol25: one molecule with the formula C3H4N4O in a non-equilibrium geometry (wB97M-V/def2-TZVPD).

Each line ends with the Mulliken charge.
Cartesian coordinates (Å):
C 1.1451 0.0684 -0.0025  0.2113
C -1.1172 -0.5129 -0.0624  0.4776
C -0.9129 0.9397 0.0223  0.4293
H 3.0005 0.7325 0.4849  0.2571
H 0.3231 -2.0713 -0.4568  0.2839
H -2.1067 -2.1552 0.2454  0.2251
H 0.5795 2.2672 0.0097  0.3054
N 2.4264 -0.1492 -0.0567  -0.6224
N 0.1650 -0.9925 -0.2557  -0.1839
N -2.1763 -1.1800 0.1591  -0.6574
N 0.4373 1.2169 0.1017  -0.1380
O -1.7638 1.8365 -0.1890  -0.5881

Results
**Total charge**: 0
**Energy above the lowest of the compared OMol25 structures with the same formula, charge and spin**: 33.9 kcal/mol
**2S+1**: 1
**Orbital gap**: 9.52 eV
**LUMO**: -0.0073 Eh

Record order is preserved below.
Energy: -8435.79655; -6133.18344; -75460.77324; -21755.14179; -184979.56637; -33484.18270; -11182.50108 eV